Entry 1:
13
Properties=species:S:1:pos:R:3:mulliken_spin:R:1 method="wB97M-V/def2-TZVPD" de_lowest_kj_mol=78.16 e_lumo_ev="0.684 / -2.513" s_squared=0.754 energy_ha=-286.1182 multiplicity=2
H 2.66 -1.17 -1.60 0.01
H -0.23 1.13 -0.78 0.00
C 2.42 -1.50 -0.59 -0.01
H 3.21 -1.21 0.11 0.08
O -0.63 0.06 0.95 0.02
N -2.24 1.30 -0.31 0.00
H 0.01 -0.48 0.41 0.00
O 1.25 -0.94 -0.15 0.87
C -0.84 1.19 0.12 0.00
H 2.34 -2.59 -0.54 0.04
H -2.50 0.40 -0.70 0.00
H -0.62 2.14 0.62 0.00
H -2.77 1.42 0.54 0.00

***

Entry 2:
10
Properties=species:S:1:pos:R:3:nbo_charge:R:1 method="wB97M-V/def2-TZVPD" smiles="NC=O.O=NO" de_lowest_kj_mol=53.10 e_lumo_ev=0.538 energy_ha=-375.6470 multiplicity=1
H -2.22 -0.50 0.82 0.12
O 2.10 -0.99 -0.11 -0.53
H -2.18 1.35 -0.06 0.42
H -0.56 1.03 -1.00 0.43
N 1.94 0.31 -0.03 0.29
O 2.81 0.96 0.47 -0.33
H 1.15 -1.35 -0.16 0.52
N -1.29 0.86 -0.31 -0.81
C -1.29 -0.38 0.27 0.55
O -0.46 -1.30 0.10 -0.67

***

Entry 3:
12
Properties=species:S:1:pos:R:3:nbo_charge:R:1 method="wB97M-V/def2-TZVPD" de_lowest_kj_mol=633.15 e_lumo_ev=0.662 energy_ha=-298.6077 multiplicity=1
C 1.51 0.26 -0.32 -0.43
H 2.11 1.13 0.13 0.22
N -2.34 0.73 0.23 0.14
N 0.24 -0.08 0.30 -0.18
N -0.36 -1.25 0.01 -0.66
H -1.97 -1.21 -0.22 0.43
C -0.32 0.73 1.13 -0.17
N -2.57 -0.32 -0.08 -0.19
H 0.30 1.61 1.28 0.13
H 0.02 -1.49 -0.93 0.31
H 1.33 0.51 -1.28 0.20
H 2.05 -0.64 -0.26 0.21

***

Entry 4:
11
Properties=species:S:1:pos:R:3:nbo_charge:R:1 method="wB97M-V/def2-TZVPD" smiles="CSCC=S" de_lowest_kj_mol=171.19 e_lumo_ev=-0.164 energy_ha=-914.2105 multiplicity=1
C 0.62 0.64 0.12 -0.63
S -0.16 -0.90 -0.11 0.22
C -1.98 -0.64 0.01 -0.76
H 0.67 0.86 1.20 0.24
H -2.44 -1.46 -0.67 0.24
H 2.57 1.08 -0.82 0.20
H 0.30 1.41 -0.44 0.22
C 2.08 0.34 -0.16 -0.28
H -2.36 -0.79 1.11 0.22
S 2.95 -0.98 0.05 0.11
H -2.23 0.44 -0.29 0.22

***

Copy entry 4 word for word.
11
Properties=species:S:1:pos:R:3:nbo_charge:R:1 method="wB97M-V/def2-TZVPD" smiles="CSCC=S" de_lowest_kj_mol=171.19 e_lumo_ev=-0.164 energy_ha=-914.2105 multiplicity=1
C 0.62 0.64 0.12 -0.63
S -0.16 -0.90 -0.11 0.22
C -1.98 -0.64 0.01 -0.76
H 0.67 0.86 1.20 0.24
H -2.44 -1.46 -0.67 0.24
H 2.57 1.08 -0.82 0.20
H 0.30 1.41 -0.44 0.22
C 2.08 0.34 -0.16 -0.28
H -2.36 -0.79 1.11 0.22
S 2.95 -0.98 0.05 0.11
H -2.23 0.44 -0.29 0.22